The following is a quantum chemistry calculation of C4H7NO in the gas phase, from OMol25.

The geometry in XYZ format:
```
13
Properties=species:S:1:pos:R:3:nbo_charge:R:1
O -0.17775 -1.50380 1.37809 -0.7077
C -0.28732 -1.04743 0.06087 0.1006
C -1.20549 0.20216 -0.18699 -0.4328
C 0.04226 0.99657 -0.54749 -0.0861
N 0.97334 0.86042 0.58635 -0.6284
C 0.90066 -0.20295 -0.43190 -0.1284
H 0.23443 -0.76447 1.85465 0.4822
H -0.54270 -1.92057 -0.53441 0.1876
H -1.77120 0.53753 0.68631 0.2137
H -1.87305 0.07296 -1.04518 0.2136
H 0.12872 1.83980 -1.22561 0.2091
H 1.79834 1.42689 0.40245 0.3642
H 1.77975 -0.49710 -0.99714 0.2122
```

Output
Molar mass in u: 85.11
SMILES: O[C@H]1C[C@H]2N[C@@H]12
Total charge: 0
Energy relative to the best compared isomer or geometry (same formula, charge and spin) in eV: 2.629
Spin multiplicity: 1
Gap between HOMO and LUMO in eV: 10.49
LUMO level in Ha: 0.038


The following is a quantum chemistry calculation of a molecular structure, C4H7NO, from OMol25.

The geometry in XYZ format:
```
13
Properties=species:S:1:pos:R:3:nbo_charge:R:1
C 0.39060 -1.09237 -1.27237 -0.4252
N 0.00348 -0.48153 -0.01745 -0.1902
C -1.25442 0.04546 0.35290 -0.3958
C -0.60632 0.43516 1.62940 0.5457
O -0.89011 0.92445 2.68277 -0.4777
C 0.73634 -0.12500 1.01096 -0.1169
H 1.24472 -0.54929 -1.68613 0.2279
H 0.66736 -2.13518 -1.09994 0.2283
H -0.45061 -1.03168 -1.96271 0.2308
H -0.10693 2.13849 -0.44402 0.0102
H -2.14769 -0.56320 0.23109 0.1960
H 1.80336 0.07697 0.99284 0.2018
H 0.61023 2.35773 -0.41735 -0.0350
```

Output
Molar mass in u: 85.11
Total charge: 0
Energy relative to the best compared isomer or geometry (same formula, charge and spin) in eV: 5.341
Spin multiplicity: 1
Gap between HOMO and LUMO (spin up / spin down) in eV: 7.29 / 7.23
LUMO level (spin up / spin down) in Ha: -0.013 / -0.014


The following is a quantum chemistry calculation of C4H7NO in the gas phase at a distorted geometry, from OMol25.

The geometry in XYZ format:
```
13
Properties=species:S:1:pos:R:3:nbo_charge:R:1
N 0.02772 0.42185 -0.32239 -0.6335
C 1.03563 -0.35342 0.16079 0.4913
C -1.31172 0.19078 -0.13321 0.0047
C 1.21668 -0.99591 1.31083 -0.6227
C -2.27210 0.81475 -0.81096 -0.4788
O 2.07197 0.05056 -0.74587 -0.7292
H 2.92262 -0.01594 -0.29156 0.4929
H 0.64772 0.79690 -1.20269 0.4436
H -1.54045 -0.45123 0.70787 0.2011
H 0.37257 -1.23593 1.93019 0.2168
H 2.18756 -1.36595 1.58954 0.2129
H -2.05059 1.48212 -1.62867 0.1953
H -3.30761 0.66142 -0.56387 0.2056
```

Output
Molar mass in u: 85.11
SMILES: C=CNC(=C)O
Total charge: 0
Energy relative to the best compared isomer or geometry (same formula, charge and spin) in eV: 2.802
Spin multiplicity: 1
Gap between HOMO and LUMO in eV: 8.72
LUMO level in Ha: 0.030


The following is a quantum chemistry calculation of C4H7NO in the gas phase, from OMol25.

The geometry in XYZ format:
```
13
Properties=species:S:1:pos:R:3:nbo_charge:R:1
C 1.50318 0.16762 0.54798 -0.6047
C 0.39425 0.07249 -0.48683 -0.3133
C -0.71094 -0.98568 -0.22739 -0.2022
N -1.64899 0.12228 -0.07575 -0.6264
C -0.72817 1.11235 -0.30412 0.6856
O -0.79311 2.31666 -0.31594 -0.5891
H 2.15680 -0.71067 0.50902 0.2117
H 2.11132 1.06336 0.38578 0.2271
H 1.07706 0.23201 1.55648 0.2095
H 0.78716 0.05288 -1.50821 0.2231
H -0.56900 -1.58736 0.67847 0.1860
H -0.93722 -1.64454 -1.07210 0.1889
H -2.62160 0.15491 0.19418 0.4039
```

Output
Molar mass in u: 85.11
SMILES: C[C@H]1CNC1=O
Total charge: 0
Energy relative to the best compared isomer or geometry (same formula, charge and spin) in eV: 0.775
Spin multiplicity: 1
Gap between HOMO and LUMO in eV: 10.73
LUMO level in Ha: 0.037


The following is a quantum chemistry calculation of C4H7NO in the gas phase, from OMol25.

The geometry in XYZ format:
```
13
Properties=species:S:1:pos:R:3:nbo_charge:R:1
C -1.74691 -0.21408 0.54839 -0.6141
C -0.30559 -0.37734 0.13413 -0.0588
C 0.23541 -0.01009 -1.18586 -0.2591
N 0.54188 0.82493 -0.02602 -0.4589
C 1.88774 0.62842 0.39742 0.5530
O 2.43303 1.24661 1.26404 -0.5041
H -1.83465 -0.07682 1.63143 0.2227
H -2.30355 -1.11963 0.27819 0.2175
H -2.21509 0.64216 0.05551 0.2217
H 0.19807 -1.21957 0.61021 0.1960
H 1.07182 -0.60849 -1.55310 0.1910
H -0.36327 0.45443 -1.96326 0.2146
H 2.40113 -0.17055 -0.19107 0.0787
```

Output
Molar mass in u: 85.11
SMILES: C[C@H]1CN1C=O
Total charge: 0
Energy relative to the best compared isomer or geometry (same formula, charge and spin) in eV: 1.968
Spin multiplicity: 1
Gap between HOMO and LUMO in eV: 11.11
LUMO level in Ha: 0.039


The following is a quantum chemistry calculation of C4H7NO in the gas phase at a distorted geometry, from OMol25.

The geometry in XYZ format:
```
13
Properties=species:S:1:pos:R:3:nbo_charge:R:1
C -1.19605 -0.70783 0.07703 -0.0829
O -0.03812 -1.42282 -0.30248 -0.5196
C 1.08460 -0.68502 0.15868 -0.0978
C 0.66195 0.79561 0.17768 -0.1305
N 0.02766 1.33007 -1.05767 -0.6099
C -0.78538 0.74059 -0.00133 -0.0914
H -1.46222 -0.90511 1.13110 0.1675
H -2.02576 -1.01913 -0.56276 0.1998
H 1.32783 -0.94870 1.20039 0.1728
H 1.92249 -0.99435 -0.47965 0.1935
H 1.19449 1.52011 0.76888 0.2053
H 0.65699 0.80669 -1.63434 0.3757
H -1.36846 1.48990 0.52447 0.2176
```

Output
Molar mass in u: 85.11
SMILES: C1OC[C@H]2N[C@@H]12
Total charge: 0
Energy relative to the best compared isomer or geometry (same formula, charge and spin) in eV: 2.840
Spin multiplicity: 1
Gap between HOMO and LUMO in eV: 10.60
LUMO level in Ha: 0.039